Molecular formula: C19H46O19
Method: DFT, ωB97M-V with the def2-TZVPD basis set

Cartesian coordinates (Å):
C  -1.189  -4.697  4.701
O  -0.631  -3.455  4.228
C  -1.529  -2.443  4.082
O  -2.703  -2.627  4.255
O  -1.047  -1.291  3.649
C  0.319  -0.952  3.677
H  -0.359  -5.370  4.684
H  -1.929  -4.938  3.937
H  -1.608  -4.563  5.656
H  0.447  -0.009  3.167
H  0.874  -1.695  3.156
H  0.658  -0.868  4.671
C  -1.409  2.618  -5.737
O  -1.547  1.996  -4.450
C  -0.768  0.977  -4.283
O  0.221  0.761  -4.956
O  -1.276  0.212  -3.333
C  -0.482  -0.815  -2.760
H  -0.413  2.805  -5.937
H  -2.001  3.578  -5.762
H  -1.879  1.931  -6.468
H  -0.950  -1.154  -1.850
H  0.576  -0.491  -2.582
H  -0.434  -1.637  -3.469
C  4.909  3.919  0.388
O  3.591  3.913  0.884
C  2.791  2.963  0.614
O  3.109  1.911  0.111
O  1.569  3.182  1.077
C  1.154  4.431  1.494
H  5.531  3.112  0.793
H  5.408  4.854  0.641
H  5.007  3.875  -0.652
H  1.104  5.103  0.651
H  1.646  4.813  2.396
H  0.118  4.355  1.817
C  -1.675  5.405  -2.306
O  -0.322  5.243  -1.864
C  0.515  4.760  -2.737
O  0.401  4.734  -3.942
O  1.699  4.400  -2.153
C  2.588  3.783  -3.031
H  -2.393  5.451  -1.465
H  -1.998  4.603  -2.920
H  -1.733  6.325  -2.903
H  2.147  2.900  -3.434
H  3.422  3.355  -2.426
H  2.992  4.464  -3.782
C  -1.853  -8.895  -0.128
O  -2.018  -7.574  -0.706
C  -2.012  -6.587  0.220
O  -2.028  -6.829  1.384
O  -1.929  -5.430  -0.326
C  -1.809  -4.289  0.528
H  -2.288  -9.580  -0.827
H  -2.262  -9.035  0.897
H  -0.811  -9.144  -0.084
H  -1.264  -3.570  -0.018
H  -1.204  -4.441  1.492
H  -2.837  -3.916  0.733
C  1.955  -1.482  0.260
O  2.059  -0.547  -0.828
H  2.945  -1.795  0.591
H  1.426  -1.053  1.107
H  1.403  -2.366  -0.072
H  2.292  0.354  -0.532
C  -5.555  0.791  -0.582
O  -4.372  1.143  0.108
H  -6.176  1.642  -0.758
H  -5.415  0.221  -1.513
H  -6.149  0.124  0.029
H  -3.680  1.145  -0.573
C  4.440  -0.624  3.414
O  3.516  -0.710  4.560
H  4.493  -1.632  3.045
H  3.961  0.020  2.643
H  5.455  -0.342  3.752
H  3.541  0.137  5.023
C  -0.822  0.933  0.098
O  -1.311  -0.240  0.621
H  -0.743  1.647  0.949
H  0.181  0.938  -0.384
H  -1.494  1.347  -0.705
H  -2.161  -0.087  1.056

Results
HOMO energy = -9.8 eV
SMILES = COC(=O)OC.COC(=O)OC.COC(=O)OC.COC(=O)OC.COC(=O)OC.CO.CO.CO.CO
strongest force on any atom = 0.0647 Eh/bohr
LUMO level = 0.34 eV
DFT total energy = -59348.052 eV

***

Molecular formula: C5H13NO2
Method: DFT, ωB97M-V with the def2-TZVPD basis set

Cartesian coordinates (Å):
C  -1.216  0.115  0.225
C  -1.562  1.531  -0.021
N  -2.933  1.969  -0.606
C  0.166  -0.178  0.723
C  1.092  -1.003  -0.210
C  1.503  -2.254  -0.005
H  -1.722  -0.827  0.285
H  -1.202  2.255  0.700
H  -3.001  2.964  -0.784
H  -2.878  1.495  -1.466
H  0.795  0.663  0.779
H  0.267  -0.609  1.718
H  1.313  -0.538  -1.100
H  2.119  -2.826  -0.723
H  1.082  -2.652  0.830
H  -1.234  -0.236  -2.760
H  -0.433  0.790  -0.982
O  -0.763  0.533  -2.499
H  2.163  -0.117  2.086
H  3.359  -0.744  1.502
O  3.085  -0.332  2.306

Results
HOMO energy = -8.5 eV
strongest force on any atom = 0.0980 Eh/bohr
LUMO level = -0.50 eV
DFT total energy = -10974.260 eV

***

Molecular formula: C10H16O
Method: DFT, ωB97M-V with the def2-TZVPD basis set

Cartesian coordinates (Å):
C  -0.564  0.052  -3.542
C  -0.529  0.844  -2.270
C  -0.998  0.270  -1.100
C  -0.730  0.857  0.166
C  -0.179  2.128  0.145
O  0.354  2.492  1.342
C  -0.047  2.796  -1.110
C  -0.098  2.216  -2.339
H  -1.528  -0.503  -3.515
H  0.384  -0.517  -3.567
H  -0.646  0.620  -4.473
H  -1.420  -0.704  -1.214
H  -0.985  0.367  1.074
H  0.406  3.447  1.406
H  0.353  3.803  -0.913
H  0.042  2.769  -3.258
C  1.526  -0.965  2.028
C  0.857  -2.384  1.965
C  -0.663  -2.349  2.301
H  1.007  -0.375  1.325
H  2.531  -1.243  1.741
H  1.460  -0.412  2.931
H  1.063  -2.988  0.922
H  1.258  -3.049  2.749
H  -0.752  -1.969  3.309
H  -1.074  -1.801  1.453
H  -1.029  -3.400  2.445

Results
HOMO energy = -8.3 eV
SMILES = Cc1ccc(O)cc1.CCC
strongest force on any atom = 0.0763 Eh/bohr
LUMO level = 0.83 eV
DFT total energy = -12675.349 eV

***

Molecular formula: C10H12BrIO2
Method: DFT, ωB97M-V with the def2-TZVPD basis set

Cartesian coordinates (Å):
C  2.128  -1.473  2.810
C  2.690  -0.215  2.578
C  1.186  -2.005  1.927
C  2.182  0.573  1.543
C  0.761  -1.239  0.816
C  1.226  0.048  0.680
C  -1.825  1.681  0.200
C  -2.198  -1.249  -2.152
C  -0.950  0.877  -1.924
C  0.554  1.205  -1.689
O  -1.819  1.754  -1.183
O  -1.178  -0.494  -1.563
Br  1.553  0.146  -2.993
I  0.854  3.265  -1.581
H  2.377  -2.103  3.698
H  3.267  0.158  3.439
H  0.884  -3.020  2.068
H  2.452  1.651  1.537
H  -0.008  -1.559  0.170
H  -1.984  2.724  0.544
H  -0.763  1.489  0.421
H  -2.539  1.024  0.594
H  -2.157  -2.229  -1.724
H  -2.304  -1.146  -3.322
H  -3.221  -0.852  -1.861
H  -1.167  0.989  -3.032

Results
HOMO energy (spin up / spin down) = -9.0 / -8.6 eV
strongest force on any atom = 0.0748 Eh/bohr
LUMO level (spin up / spin down) = -1.00 / -0.39 eV
DFT total energy = -92796.863 eV

***

Molecular formula: C33H53N2O2P2SV
Method: DFT, ωB97M-V with the def2-TZVPD basis set

Cartesian coordinates (Å):
C  -2.011  -1.716  -0.794
C  0.251  -1.716  -1.624
C  -2.353  -2.739  -1.676
C  -0.191  -2.605  -2.689
C  -1.465  -3.159  -2.670
H  -3.360  -3.217  -1.580
H  0.536  -2.842  -3.476
H  -1.716  -3.940  -3.388
N  -0.756  -1.232  -0.783
P  -2.592  0.544  0.767
P  2.243  -0.720  -0.017
C  -3.020  -1.170  0.186
H  -4.048  -1.184  -0.257
H  -3.094  -1.796  1.091
C  0.104  1.520  1.919
O  0.254  2.320  2.774
C  1.583  -1.305  -1.565
H  2.126  -1.091  -2.613
C  3.628  0.627  -0.245
C  2.962  -2.437  0.250
C  -3.383  1.659  -0.564
C  -3.498  0.677  2.427
C  3.138  1.987  0.280
H  2.827  1.947  1.332
H  3.974  2.695  0.192
H  2.315  2.396  -0.308
C  4.866  0.241  0.566
H  4.639  0.104  1.632
H  5.357  -0.659  0.184
H  5.594  1.062  0.492
C  3.980  0.782  -1.716
H  4.782  1.535  -1.774
H  4.398  -0.131  -2.146
H  3.113  1.108  -2.302
C  3.668  -2.504  1.593
H  3.076  -1.990  2.382
H  3.741  -3.569  1.868
H  4.680  -2.075  1.564
C  1.788  -3.407  0.259
H  1.000  -3.120  0.977
H  1.318  -3.514  -0.728
H  2.172  -4.406  0.527
C  3.896  -2.722  -0.921
H  3.771  -2.093  -1.832
H  4.968  -2.639  -0.626
H  3.718  -3.764  -1.270
C  -3.354  2.121  2.949
H  -3.707  2.153  3.993
H  -2.302  2.454  2.945
H  -3.961  2.841  2.382
C  -2.804  -0.262  3.418
H  -2.837  -1.309  3.095
H  -1.751  0.003  3.580
H  -3.323  -0.196  4.388
C  -4.977  0.272  2.336
H  -5.346  0.100  3.355
H  -5.611  1.047  1.897
H  -5.116  -0.659  1.778
C  -2.881  1.268  -1.977
H  -3.443  1.846  -2.709
H  -1.844  1.539  -2.119
H  -2.998  0.207  -2.182
C  -2.972  3.113  -0.264
H  -1.882  3.226  -0.216
H  -3.346  3.756  -1.073
H  -3.398  3.482  0.674
C  -4.912  1.539  -0.589
H  -5.253  0.493  -0.663
H  -5.389  2.023  0.276
H  -5.278  2.061  -1.491
V  -0.109  0.236  0.661
N  -0.035  1.750  -0.807
C  0.563  1.589  -1.834
C  0.807  1.736  -3.287
C  0.729  3.135  -3.482
C  1.084  0.835  -4.358
C  0.859  3.645  -4.732
H  0.563  3.704  -2.590
C  1.211  1.392  -5.627
H  1.164  -0.246  -4.230
C  1.098  2.794  -5.814
H  0.762  4.753  -4.806
H  1.394  0.787  -6.513
H  1.196  3.252  -6.820
C  1.641  -0.292  4.394
S  1.094  -1.791  3.562
C  0.242  -2.589  4.923
O  -0.054  -1.349  2.640
H  2.186  0.348  3.686
H  2.311  -0.583  5.211
H  0.759  0.238  4.769
H  -0.196  -1.786  5.529
H  -0.534  -3.261  4.543
H  0.975  -3.162  5.502

Results
HOMO energy (spin up / spin down) = -8.7 / -8.7 eV
strongest force on any atom = 0.1618 Eh/bohr
LUMO level (spin up / spin down) = -2.66 / -3.01 eV
<S²> = 3.77
2S+1 = 4
net charge = +1
DFT total energy = -97249.425 eV

***

Molecular formula: C4H2O2Tb
Method: DFT, ωB97M-V with the def2-TZVPD basis set

Cartesian coordinates (Å):
O  -2.934  1.190  0.345
C  -1.772  1.122  -0.088
H  -1.198  2.061  -0.267
C  0.782  -0.011  -0.916
C  -0.275  -0.926  -0.767
C  -0.933  -0.024  0.000
O  -1.404  -1.710  0.022
Tb  2.834  0.141  0.330
H  0.820  0.494  -1.897

Results
HOMO energy (spin up / spin down) = -12.0 / -11.4 eV
strongest force on any atom = 0.1140 Eh/bohr
LUMO level (spin up / spin down) = -5.01 / -6.11 eV
<S²> = 13.05
2S+1 = 7
net charge = +1
DFT total energy = -30690.526 eV

***

Molecular formula: C3H9N2
Method: DFT, ωB97M-V with the def2-TZVPD basis set

Cartesian coordinates (Å):
C  0.643  -1.514  -0.082
C  -0.225  -0.255  0.005
N  -0.662  -0.148  1.453
C  -0.394  0.852  -0.756
N  0.593  1.551  -1.453
H  0.464  -2.203  0.732
H  1.714  -1.248  -0.058
H  0.238  -1.995  -0.961
H  0.052  -0.348  2.150
H  -1.498  -0.755  1.559
H  -1.132  0.771  1.520
H  -1.264  1.429  -0.487
H  0.579  2.533  -1.233
H  0.892  1.331  -2.390

Results
HOMO energy = -13.1 eV
SMILES = C/C([NH3+])=C\N
strongest force on any atom = 0.0909 Eh/bohr
LUMO level = -4.00 eV
net charge = +1
DFT total energy = -6228.323 eV

***

Molecular formula: C19H20FN2O3
Method: DFT, ωB97M-V with the def2-TZVPD basis set

Cartesian coordinates (Å):
O  2.066  0.457  -2.077
C  2.261  0.205  -0.903
C  2.506  -1.165  -0.406
C  1.956  -2.239  -1.109
C  2.229  -3.541  -0.741
C  3.078  -3.797  0.326
C  3.654  -2.751  1.027
C  3.363  -1.452  0.657
F  3.940  -0.443  1.341
N  2.291  1.228  0.030
C  2.302  2.579  -0.484
C  0.872  3.014  -0.875
N  -0.082  2.068  -0.256
C  -1.511  2.416  -0.480
C  -2.378  1.234  -0.137
C  -3.303  1.300  0.891
C  -4.104  0.210  1.229
C  -3.927  -0.946  0.507
C  -2.985  -1.023  -0.530
C  -2.203  0.050  -0.873
O  -3.005  -2.268  -1.067
C  -4.016  -2.979  -0.372
O  -4.555  -2.137  0.629
C  0.249  1.883  1.175
C  1.597  1.125  1.290
H  1.320  -2.026  -1.955
H  1.792  -4.357  -1.293
H  3.303  -4.814  0.608
H  4.332  -2.925  1.846
H  2.718  3.226  0.290
H  2.955  2.610  -1.357
H  0.744  2.975  -1.958
H  0.651  4.023  -0.523
H  0.063  1.160  -0.723
H  -1.765  3.283  0.132
H  -1.628  2.681  -1.534
H  -3.427  2.221  1.439
H  -4.832  0.269  2.019
H  -1.513  -0.022  -1.699
H  -3.582  -3.876  0.092
H  -4.809  -3.275  -1.075
H  -0.554  1.321  1.654
H  0.307  2.871  1.635
H  2.208  1.554  2.089
H  1.423  0.074  1.522

Results
HOMO energy = -11.3 eV
SMILES = O=C(c1ccccc1F)N1CC[NH+](Cc2ccc3c(c2)OCO3)CC1
strongest force on any atom = 0.0259 Eh/bohr
LUMO level = -2.51 eV
net charge = +1
DFT total energy = -31861.401 eV

***

Question: Number 1 is which compound?
Answer: C19H46O19